1.
This record from OMol25 describes a gas-phase ion, NO5P (charge -2) in a non-equilibrium geometry. The level of theory is ωB97M-V/def2-TZVPD.

The net charge is -2. As for the largest force on an atom: 0.157 Eh/bohr. For the energy above the lowest of the compared OMol25 structures with the same formula, charge and spin, the calculation gives 1.9892 eV. For the orbital gap, the calculation gives 0.2430 Eh. As for the multiplicity: 1. Its HOMO energy is 0.7 eV. The LUMO energy comes out at 0.267 Eh.

Positions of all 7 atoms, in Å:
O -1.767 0.863 0.583
N -0.970 0.021 0.115
O -1.506 -0.847 -0.507
P 0.830 -0.043 0.084
O 1.248 -1.463 -0.086
O 1.177 0.734 1.282
O 0.988 0.737 -1.471

***

2.
This record from OMol25 describes a single C8H12 molecule in a non-equilibrium geometry. The level of theory is ωB97M-V/def2-TZVPD.

As for the largest force on an atom: 0.150 Eh/bohr. For the energy above the lowest of the compared OMol25 structures with the same formula, charge and spin, the calculation gives 7.7234 eV. For the orbital gap, the calculation gives 0.3465 Eh. As for the multiplicity: 1. Its HOMO energy is -8.4 eV. The LUMO energy comes out at 0.037 Eh.

Positions of all 20 atoms, in Å:
C 1.672 -1.992 0.976
C 0.569 -0.982 0.880
C 0.310 0.459 1.273
C -0.123 1.257 0.010
C -1.363 1.974 0.013
C 0.198 0.111 -1.139
C -0.167 -1.243 -2.009
C -0.348 -0.952 -0.381
H 1.555 -2.804 0.042
H 2.601 -1.842 1.757
H -0.535 0.636 1.937
H 1.213 0.896 1.619
H 0.575 2.211 0.229
H -2.317 1.240 0.571
H -1.622 2.632 -0.730
H -1.497 2.700 0.824
H 1.315 -0.188 -1.180
H -1.237 -1.332 -2.382
H 0.564 -1.884 -2.366
H -1.363 -0.895 0.056

***

3.
This record from OMol25 describes a molecular structure, C19H24ErN3O3. The level of theory is ωB97M-V/def2-TZVPD.

The net charge is +2. As for the largest force on an atom: 0.008 Eh/bohr. For the orbital gap (alpha / beta), the calculation gives 0.3077 / 0.3083 Eh. As for the multiplicity: 4. Its HOMO energy (alpha / beta) is -13.6 / -13.6 eV. The LUMO energy (alpha / beta) comes out at -0.194 / -0.193 Eh.

Positions of all 50 atoms, in Å:
Er -0.006 0.002 -0.575
C -2.021 4.339 0.578
N -1.759 3.358 1.638
C -1.978 3.845 3.004
C -1.300 2.166 1.360
O -1.116 1.763 0.177
C -0.946 1.198 2.486
O -0.453 0.000 1.889
C -0.871 -1.229 2.483
C -1.320 -2.156 1.355
O -1.171 -1.726 0.176
N -1.816 -3.336 1.616
C -2.196 -4.256 0.535
C -2.005 -3.867 2.968
H -3.037 4.713 0.693
H -1.903 3.870 -0.391
H -1.317 5.163 0.686
H -2.933 4.365 3.026
H -1.183 4.537 3.281
H -2.021 3.029 3.717
H -1.831 0.981 3.089
H -0.186 1.633 3.140
H -1.685 -1.051 3.187
H -0.039 -1.676 3.032
H -2.204 -3.727 -0.410
H -3.186 -4.650 0.753
H -1.478 -5.075 0.504
H -1.686 -3.160 3.727
H -1.424 -4.782 3.072
H -3.061 -4.091 3.109
C -0.149 -0.012 -5.153
C 1.202 -0.012 -5.487
C 2.163 -0.012 -4.496
C 1.788 -0.010 -3.153
N 0.466 -0.013 -2.845
C -0.466 -0.012 -3.816
C 2.754 -0.009 -2.014
C 4.125 -0.007 -2.279
C 5.036 -0.008 -1.235
C 4.594 -0.007 0.079
C 3.230 -0.002 0.341
C 2.278 -0.003 -0.683
H -0.926 -0.011 -5.902
H 1.505 -0.013 -6.526
H 3.205 -0.011 -4.772
H -1.503 -0.013 -3.495
H 4.510 -0.008 -3.288
H 6.095 -0.009 -1.452
H 5.312 -0.009 0.888
H 2.915 0.002 1.381

***

4.
This record from OMol25 describes 5 unconnected molecules or ions with the total composition C17H34BrO12. The level of theory is ωB97M-V/def2-TZVPD.

The net charge is -1. As for the largest force on an atom: 0.019 Eh/bohr. For the orbital gap, the calculation gives 0.1482 Eh. As for the multiplicity: 1. Its HOMO energy is -1.9 eV. The LUMO energy comes out at 0.077 Eh.

Positions of all 64 atoms, in Å:
C -3.809 2.379 1.612
Br -2.587 3.898 1.056
H -3.622 2.248 2.684
H -4.819 2.797 1.530
C -8.021 -1.042 4.927
C -6.909 -1.764 4.195
O -5.760 -0.931 4.034
C -4.994 -0.812 5.110
O -5.175 -1.351 6.172
O -3.997 0.005 4.812
C -3.122 0.283 5.901
H -8.252 -0.099 4.430
H -8.921 -1.657 4.955
H -7.731 -0.811 5.952
H -7.229 -2.014 3.185
H -6.634 -2.693 4.696
H -2.749 -0.634 6.354
H -3.632 0.893 6.647
H -2.287 0.845 5.492
C 0.818 -3.962 2.249
C 0.756 -4.857 3.470
O -0.029 -4.270 4.513
C -1.345 -4.370 4.345
O -1.901 -4.947 3.454
O -1.935 -3.754 5.363
C -3.363 -3.722 5.277
H 1.168 -2.967 2.524
H 1.495 -4.381 1.504
H -0.165 -3.850 1.794
H 1.752 -4.983 3.892
H 0.371 -5.847 3.224
H -3.771 -4.721 5.132
H -3.670 -3.069 4.462
H -3.735 -3.318 6.211
C -1.160 4.528 -2.218
C -0.001 3.715 -1.691
O 0.833 3.210 -2.760
C 1.682 4.074 -3.287
O 1.866 5.208 -2.945
O 2.341 3.450 -4.272
C 3.255 4.296 -4.964
H -1.731 3.950 -2.947
H -1.817 4.799 -1.392
H -0.817 5.438 -2.714
H -0.379 2.837 -1.171
H 0.601 4.283 -0.983
H 3.936 4.788 -4.272
H 2.712 5.039 -5.547
H 3.828 3.664 -5.638
C 8.447 0.095 -7.725
C 8.188 -0.794 -6.526
O 7.381 -0.134 -5.546
C 6.080 -0.096 -5.825
O 5.549 -0.592 -6.779
O 5.470 0.552 -4.841
C 4.058 0.704 -5.024
H 8.873 1.048 -7.408
H 9.138 -0.388 -8.416
H 7.522 0.310 -8.261
H 9.126 -1.025 -6.024
H 7.726 -1.737 -6.818
H 3.580 -0.255 -5.211
H 3.858 1.387 -5.847
H 3.657 1.127 -4.109

***

5.
This record from OMol25 describes a single C3H5N3 molecule in a non-equilibrium geometry. The level of theory is ωB97M-V/def2-TZVPD.

As for the largest force on an atom: 0.024 Eh/bohr. For the energy above the lowest of the compared OMol25 structures with the same formula, charge and spin, the calculation gives 1.5821 eV. For the orbital gap, the calculation gives 0.3908 Eh. As for the multiplicity: 1. Its HOMO energy is -9.7 eV. The LUMO energy comes out at 0.033 Eh.

Positions of all 11 atoms, in Å:
C 0.401 0.359 1.653
N 0.018 0.081 0.242
C 0.335 -0.766 -0.797
C -0.448 -0.330 -1.837
N -1.217 0.705 -1.416
N -0.927 0.941 -0.187
H -0.143 1.258 1.988
H 0.115 -0.440 2.342
H 1.465 0.581 1.768
H 0.919 -1.678 -0.910
H -0.514 -0.714 -2.848

***

6.
This record from OMol25 describes a molecular structure, C32H73BrF3N2O18PS13 in a non-equilibrium geometry. The level of theory is ωB97M-V/def2-TZVPD.

As for the largest force on an atom: 0.184 Eh/bohr. For the orbital gap, the calculation gives 0.2501 Eh. As for the multiplicity: 1. Its HOMO energy is -8.4 eV. The LUMO energy comes out at -0.057 Eh.

Positions of all 143 atoms, in Å:
C 2.485 -1.238 5.511
C 4.049 -0.730 5.523
O 4.722 -1.312 4.351
C 4.508 -0.459 3.136
C 3.616 -1.267 2.036
O 4.135 -1.499 0.732
C 3.788 -0.601 -0.368
P 5.636 -0.395 -1.026
S 6.966 -0.817 0.388
C 3.255 0.886 0.024
C 4.422 1.898 0.675
S 3.720 3.208 1.814
O 3.167 4.474 1.075
O 2.670 2.697 2.835
O 2.738 1.710 -1.065
S 1.197 1.359 -1.616
O 0.342 0.500 -0.601
O 1.409 0.319 -2.939
C 2.657 -0.431 -2.948
Br 2.214 -1.898 -4.347
S 3.924 0.447 -3.950
O 4.513 1.767 -3.441
O 5.160 -0.473 -4.305
C 3.276 0.887 -5.702
F 1.835 1.192 -5.740
F 3.712 -0.138 -6.722
F 3.978 2.155 -6.132
C 3.032 -1.318 -1.648
C 1.748 -2.268 -1.360
C 1.255 -2.563 0.155
C -0.038 -3.608 0.232
C -1.383 -3.092 -0.529
S -2.165 -1.536 0.140
C -2.215 -1.489 2.009
N -3.112 -2.247 2.962
N -2.703 -1.750 4.221
C -1.588 -0.714 4.047
O -1.255 -0.537 2.599
H 2.008 -1.223 6.580
H 2.515 -2.375 5.146
H 1.880 -0.640 4.698
H 4.192 0.424 5.648
H 4.549 -1.242 6.479
H 3.908 0.490 3.485
H 5.569 -0.118 2.798
H 2.506 -0.830 2.114
H 3.481 -2.355 2.526
H 5.933 0.940 -1.440
H 5.941 -1.420 -2.035
H 2.409 0.921 0.865
H 5.285 1.354 1.218
H 4.908 2.472 -0.252
H 4.817 3.692 2.596
H 3.872 -2.077 -2.048
H 0.733 -1.926 -1.894
H 1.948 -3.351 -1.829
H 2.135 -3.177 0.682
H 0.936 -1.625 0.791
H 0.360 -4.636 -0.228
H -0.228 -3.843 1.386
H -1.141 -3.024 -1.695
H -2.186 -3.970 -0.443
H -1.045 -0.097 4.888
C -5.925 -6.970 4.863
S -4.812 -5.774 4.087
O -3.529 -5.780 4.865
C -5.744 -4.306 4.585
H -5.518 -7.973 4.712
H -6.002 -6.769 5.934
H -6.911 -6.907 4.398
H -5.832 -4.271 5.674
H -6.736 -4.331 4.129
H -5.208 -3.420 4.237
C -5.493 -1.032 7.677
S -4.380 0.164 6.901
O -3.098 0.158 7.679
C -5.312 1.633 7.399
H -5.087 -2.035 7.525
H -5.570 -0.831 8.748
H -6.480 -0.968 7.212
H -5.400 1.668 8.488
H -6.304 1.608 6.943
H -4.776 2.519 7.051
C -0.325 6.441 -0.386
S -1.068 4.800 -0.552
O -2.558 4.974 -0.519
C -0.555 4.200 1.075
H -0.552 7.018 -1.286
H -0.738 6.952 0.486
H 0.758 6.342 -0.285
H -0.954 4.851 1.857
H 0.536 4.176 1.128
H -0.945 3.189 1.212
C -4.488 -6.174 -3.747
S -4.336 -5.065 -2.326
O -3.350 -5.680 -1.378
C -5.992 -5.380 -1.668
H -3.543 -6.169 -4.295
H -4.704 -7.190 -3.407
H -5.287 -5.820 -4.402
H -6.114 -6.445 -1.458
H -6.740 -5.052 -2.393
H -6.112 -4.812 -0.743
C -1.218 -4.094 -6.665
S -2.657 -3.166 -6.081
O -3.391 -4.040 -5.107
C -3.560 -3.222 -7.648
H -0.523 -4.218 -5.832
H -1.529 -5.077 -7.027
H -0.726 -3.537 -7.466
H -3.724 -4.259 -7.948
H -2.990 -2.694 -8.416
H -4.525 -2.727 -7.510
C 5.910 -5.297 -7.742
S 5.630 -4.431 -6.179
O 4.178 -4.582 -5.833
C 5.859 -2.766 -6.847
H 5.780 -6.369 -7.574
H 5.191 -4.957 -8.491
H 6.929 -5.107 -8.087
H 5.143 -2.584 -7.652
H 6.880 -2.660 -7.222
H 5.693 -2.043 -6.045
C 3.224 11.057 -1.324
S 2.481 9.417 -1.490
O 0.991 9.591 -1.457
C 2.995 8.817 0.137
H 2.997 11.635 -2.224
H 2.811 11.569 -0.452
H 4.308 10.959 -1.223
H 2.596 9.468 0.919
H 4.086 8.793 0.190
H 2.604 7.806 0.274
C -4.531 6.152 1.219
S -4.811 7.018 2.783
O -6.263 6.867 3.128
C -4.582 8.684 2.114
H -4.661 5.081 1.387
H -5.250 6.492 0.470
H -3.512 6.342 0.874
H -5.298 8.865 1.309
H -3.561 8.789 1.740
H -4.748 9.406 2.917